Record 1
This record from OMol25 describes a structure of composition C59H62F6MnN7O3 at a distorted geometry. The level of theory is ωB97M-V/def2-TZVPD.

- Kohn-Sham gap (alpha / beta) (eV) = 3.31 / 4.42
- electronic energy (Ha) = -4644.4821
- lowest unoccupied orbital energy (alpha / beta) (eV) = 1.34 / 1.33
- ΔE to the lowest compared entry with this formula, charge and spin (eV) = 5.3383
- <S²> = 9.12
- multiplicity = 6
- net charge = -1

Last column: Mulliken spin population.
Geometry (Å):
H1 4.553 -1.320 3.932  0.00
N1 -0.595 -1.785 0.366  -0.03
C1 -2.305 0.595 -3.174  0.02
N2 -0.589 6.301 7.031  0.85
H2 0.550 -5.302 1.999  0.00
C2 -1.265 5.877 4.746  -0.13
H3 3.348 -4.074 3.409  0.00
C3 -1.499 1.004 0.596  -0.02
C4 -1.806 0.964 -5.762  0.00
C5 -1.960 -3.991 -5.358  0.00
C6 -3.747 -3.222 1.689  0.01
H4 3.700 -2.399 -6.903  0.00
C7 -1.531 1.955 1.665  -0.03
C8 -1.190 -3.257 2.018  0.10
C9 -4.327 -2.326 2.785  0.00
C10 4.429 -1.285 1.166  -0.13
C11 -1.117 2.282 -6.145  0.03
C12 1.161 -2.448 1.941  0.23
H5 4.276 -3.617 4.851  0.00
C13 3.177 -1.470 -7.122  0.01
H6 -0.227 -6.339 3.203  0.00
C14 -0.119 -2.560 1.395  -0.09
H7 7.757 -0.081 -4.016  0.00
C15 5.889 -1.032 1.356  0.00
C16 -1.574 6.702 5.991  1.20
C17 3.428 -0.596 -4.745  0.05
H8 -1.522 0.206 -6.501  0.01
C18 4.332 -0.998 -1.311  -0.04
C19 3.712 -1.129 -0.071  0.21
C20 -5.540 1.807 3.852  0.00
H9 0.578 2.342 1.496  -0.01
H10 0.974 -0.041 -5.765  0.04
C21 -0.283 3.377 3.158  0.04
H11 3.127 0.576 -6.485  0.01
C22 -5.144 2.258 2.469  0.00
O1 -0.440 0.813 -0.073  0.16
H12 -0.588 3.002 6.274  -0.07
O2 -3.332 -0.410 -2.782  0.02
C23 -2.783 0.337 0.365  -0.07
C24 3.694 -0.875 -2.532  0.17
H13 1.298 -2.929 2.901  0.06
F1 0.340 -3.203 -2.026  0.01
C25 0.106 -4.239 -4.134  0.00
H14 -4.869 0.388 0.712  0.00
C26 -0.305 2.561 2.069  0.02
H15 -5.998 2.518 4.525  0.00
H16 -3.581 1.962 -2.126  0.00
N3 2.377 -1.345 0.119  0.09
C27 -0.728 4.859 7.373  1.24
Mn1 0.885 -0.956 -1.191  3.05
H17 -3.280 2.408 -3.817  0.00
H18 -4.362 -3.145 0.789  0.00
H19 -6.184 0.287 2.385  0.00
C28 -0.455 4.070 6.096  -0.17
C29 -1.060 -4.324 3.057  -0.01
C30 2.252 -1.784 1.419  -0.20
C31 2.166 -0.502 -4.058  0.08
H20 3.371 -1.206 -8.163  0.00
C32 0.980 -0.187 -4.698  0.06
H21 -2.051 -4.587 3.442  0.00
H22 -2.575 6.458 6.348  0.06
N4 -3.922 1.821 1.893  -0.01
C33 -2.659 3.113 3.486  0.00
F2 0.900 3.995 3.543  0.01
H23 -3.767 -4.265 2.020  0.00
H24 -4.212 -1.283 2.495  0.00
C34 -2.342 -2.825 1.380  -0.01
C35 3.750 -1.960 3.551  0.02
F3 1.349 -4.742 -4.027  0.00
H25 -0.670 6.892 7.861  -0.94
F4 -3.725 -2.732 -4.477  0.00
O3 -2.285 -2.409 -2.059  0.01
C36 -0.423 -3.471 -3.119  0.02
C37 -2.820 2.009 -2.909  0.02
H26 5.874 0.832 0.267  0.00
H27 -1.997 3.924 -2.303  0.00
C38 4.379 -0.841 -3.798  -0.02
H28 5.977 -1.514 -5.020  0.00
H29 2.111 -1.646 -7.002  0.00
H30 -1.433 3.094 -5.492  0.00
C39 3.515 -1.676 2.101  0.10
C40 -1.454 0.462 -4.399  0.29
H31 6.208 -1.393 2.339  0.00
H32 6.461 -1.582 0.601  0.00
H33 -1.039 -5.978 1.671  0.00
H34 -0.875 2.892 -3.207  0.00
H35 6.418 0.889 -4.646  0.00
H36 -1.241 2.513 -1.535  0.00
C41 -0.215 -0.019 -3.988  -0.02
C42 -2.471 -3.202 -4.347  -0.01
C43 -2.713 2.300 2.374  -0.03
H37 -0.018 4.600 8.160  -0.41
C44 -2.494 -1.006 -1.802  -0.04
H38 -3.533 3.365 4.064  0.01
C45 -1.416 3.633 3.926  0.08
C46 -2.885 -0.994 -0.338  -0.01
C47 -3.904 0.810 0.949  0.03
H39 0.598 4.230 5.801  -0.03
H40 -0.039 2.176 -6.051  0.00
C48 -1.400 -0.073 -2.163  -0.30
C49 4.131 -3.422 3.788  0.01
C50 -1.932 -1.893 0.408  0.13
H41 -2.889 1.096 -5.827  -0.01
F5 -2.713 -4.272 -6.445  0.00
F6 -0.180 -5.319 -6.250  0.00
H42 5.666 1.016 2.008  0.00
H43 -0.454 -3.974 3.900  0.01
N5 2.349 -0.690 -2.706  -0.03
C51 3.650 -0.343 -6.202  0.00
H44 -1.353 2.553 -7.175  0.00
H45 -5.383 -2.543 2.951  0.00
C52 -0.665 -4.529 -5.265  0.00
H46 7.268 0.652 1.350  0.00
H47 -3.783 -2.474 3.717  0.00
H48 4.719 -0.176 -6.364  0.00
H49 2.843 -1.726 4.114  0.00
C53 -6.301 1.324 2.657  0.00
H50 -4.883 1.101 4.336  0.00
C54 6.200 0.462 1.236  -0.01
H51 -0.257 6.130 4.367  0.02
H52 -1.980 6.096 3.953  -0.06
H53 5.052 -3.658 3.260  0.00
H54 -3.900 -1.389 -0.244  -0.01
C55 -0.402 -5.568 2.452  0.01
C56 5.837 -1.096 -4.019  0.00
H55 5.409 -1.059 -1.331  -0.02
H56 -1.492 7.773 5.801  -0.44
C57 6.701 0.161 -3.890  0.01
H57 -5.396 3.289 2.214  0.00
C58 -1.735 -2.931 -3.175  0.04
N6 -0.243 -0.443 -2.657  0.03
H58 0.346 6.417 6.617  -0.09
C59 -1.663 2.899 -2.459  0.00
H59 6.571 0.624 -2.916  0.00
N7 -1.410 4.476 5.086  -0.19
H60 -7.288 1.720 2.467  0.00
H61 -1.746 4.684 7.720  0.06
H62 6.185 -1.848 -3.308  0.00

---

Record 2
This record from OMol25 describes a structure of composition C3HN2PS at a distorted geometry. The level of theory is ωB97M-V/def2-TZVPD.

- Kohn-Sham gap (eV) = 7.79
- electronic energy (Ha) = -963.9087
- lowest unoccupied orbital energy (eV) = -2.21
- ΔE to the lowest compared entry with this formula, charge and spin (eV) = 0.5865
- multiplicity = 1
- net charge = 0

Last column: natural (NBO) charge in e.
Geometry (Å):
P1 1.810 -0.061 1.385  0.74
C1 -0.348 0.864 0.786  0.24
N1 -0.423 1.918 1.137  -0.25
H1 0.012 -0.637 -0.486  0.29
C2 -0.824 -1.309 1.251  0.26
S1 2.819 0.606 -0.132  -0.32
C3 0.089 -0.459 0.528  -0.70
N2 -1.600 -1.912 1.821  -0.26

---

Record 3
This record from OMol25 describes a cluster of 3 separate species, C2H11NO2S in total at a distorted geometry. The level of theory is ωB97M-V/def2-TZVPD.

- Kohn-Sham gap (eV) = 10.01
- electronic energy (Ha) = -686.2009
- lowest unoccupied orbital energy (eV) = 0.67
- ΔE to the lowest compared entry with this formula, charge and spin (eV) = 0.3943
- multiplicity = 1
- SMILES string = NCCS.O.O
- net charge = 0

Last column: natural (NBO) charge in e.
Geometry (Å):
C1 0.752 0.797 0.379  -0.55
N1 -1.557 1.786 0.031  -0.83
H1 0.928 0.501 -0.657  0.23
H2 -0.039 -1.819 -1.559  0.49
H3 -0.837 1.013 1.775  0.18
H4 -1.115 -1.468 -2.539  0.46
H5 -0.382 -2.247 0.976  0.47
H6 1.026 1.866 0.359  0.20
H7 -1.841 1.456 -0.888  0.36
C2 -0.739 0.803 0.695  -0.22
O1 0.241 -2.574 0.310  -0.96
H8 1.060 -2.141 0.581  0.49
O2 -0.204 -1.195 -2.315  -0.96
H9 -1.147 -0.186 0.507  0.19
H10 -1.163 2.708 -0.094  0.36
H11 3.041 0.553 0.895  0.13
S1 1.975 0.147 1.543  -0.06

---

Record 4
This record from OMol25 describes the ion C4H9N2 with charge +1 at a distorted geometry. The level of theory is ωB97M-V/def2-TZVPD.

- Kohn-Sham gap (eV) = 9.26
- electronic energy (Ha) = -266.9636
- lowest unoccupied orbital energy (eV) = -4.90
- ΔE to the lowest compared entry with this formula, charge and spin (eV) = 3.6928
- multiplicity = 1
- SMILES string = C=[N+]1CC(N)C1
- net charge = +1

Last column: natural (NBO) charge in e.
Geometry (Å):
H1 -0.880 -1.854 -0.563  0.22
H2 -0.152 1.587 -1.420  0.24
C1 1.013 -0.824 0.309  -0.24
H3 1.478 1.193 1.370  0.24
C2 0.711 0.702 0.752  0.02
N1 0.284 -0.416 -0.846  -0.20
H4 0.803 -1.697 0.867  0.25
H5 -1.221 1.168 0.886  0.37
H6 -1.488 -0.755 -2.015  0.24
C3 0.525 0.984 -0.884  -0.26
N2 -0.517 0.695 1.393  -0.84
H7 1.515 1.282 -1.310  0.25
C4 -0.760 -1.022 -1.306  0.08
H8 -0.385 1.274 2.212  0.39
H9 2.037 -0.936 0.005  0.23

---

Record 5
This record from OMol25 describes a cluster of 2 separate species, C3H8N2O in total. The level of theory is ωB97M-V/def2-TZVPD.

- Kohn-Sham gap (eV) = 10.28
- electronic energy (Ha) = -303.8337
- lowest unoccupied orbital energy (eV) = 0.84
- ΔE to the lowest compared entry with this formula, charge and spin (eV) = 1.5909
- multiplicity = 1
- SMILES string = [H]/N=C/N.CC=O
- net charge = 0

Last column: natural (NBO) charge in e.
Geometry (Å):
O1 -2.875 1.906 -1.064  -0.53
H1 -0.960 2.947 0.340  0.23
H2 1.717 -3.183 -0.502  0.39
H3 0.604 -0.986 2.524  0.34
H4 -0.481 1.285 0.255  0.27
C1 1.242 -1.960 1.081  0.28
H5 0.437 -2.058 -0.777  0.40
H6 -1.433 1.386 -2.310  0.10
N1 1.209 -2.369 -0.212  -0.81
C2 -0.625 2.183 -0.356  -0.74
H7 2.010 -2.453 1.683  0.14
H8 0.308 2.452 -0.836  0.22
N2 0.550 -0.983 1.510  -0.74
C3 -1.703 1.835 -1.337  0.44

---

Record 6
This record from OMol25 describes a structure of composition C31H35IN3NiO5S at a distorted geometry. The level of theory is ωB97M-V/def2-TZVPD.

- Kohn-Sham gap (eV) = 6.54
- electronic energy (Ha) = -3947.0623
- lowest unoccupied orbital energy (eV) = 2.11
- multiplicity = 1
- net charge = -1

Last column: Löwdin charge in e.
Geometry (Å):
C1 -4.517 1.574 3.276  -0.08
C2 4.273 -0.246 0.203  0.01
H1 5.723 0.666 1.498  0.11
H2 -2.177 -3.322 1.417  0.10
H3 -3.677 -3.664 -0.556  0.07
H4 -5.691 2.863 1.219  0.08
H5 1.811 -4.154 4.255  0.10
O1 0.700 -2.170 -3.412  0.09
H6 -0.190 -3.648 2.949  0.07
C3 -1.821 -3.064 0.417  -0.31
C4 3.075 -2.568 3.516  -0.13
C5 -1.943 -1.071 -3.463  0.00
C6 2.269 3.361 -2.086  -0.15
O2 3.049 -2.114 -1.592  0.09
H7 -2.442 -4.931 -0.525  0.07
H8 2.852 -1.892 4.348  0.07
O3 0.095 2.855 -1.243  -0.06
C7 0.421 -1.300 -2.614  -0.44
O4 -0.388 0.985 1.088  -0.15
N1 1.180 -0.709 -1.646  0.09
C8 -1.632 1.030 1.316  -0.31
C9 -2.603 -3.854 -0.634  -0.11
C10 -4.660 2.559 0.988  -0.07
C11 3.861 1.741 1.474  -0.04
H9 -4.237 0.700 3.868  0.08
H10 -1.992 -1.991 0.292  0.09
H11 -0.063 -4.347 0.631  0.08
H12 1.576 1.699 -3.238  0.11
C12 -0.319 -3.328 0.327  -0.48
S1 0.659 -2.159 1.299  0.93
C13 2.443 2.246 -2.897  -0.04
H13 1.871 2.555 1.180  0.13
N2 2.188 0.875 0.041  0.07
H14 -3.988 3.386 1.225  0.09
C14 3.385 4.085 -1.689  -0.03
C15 -2.282 0.968 -1.665  -0.07
I1 6.740 1.881 -3.326  0.80
H15 5.536 4.226 -1.708  0.09
H16 2.229 -4.294 2.545  0.10
C16 4.667 3.673 -2.042  -0.16
C17 4.815 2.535 -2.824  -0.74
H17 3.836 0.940 -3.893  0.10
H18 -3.918 2.423 3.614  0.08
H19 -4.970 -0.089 0.282  0.07
H20 -6.211 0.366 1.478  0.07
C18 0.898 3.792 -1.594  -0.62
H21 -1.732 -1.870 -4.160  0.12
C19 -3.170 -0.422 -3.393  -0.05
H22 -2.283 -3.572 -1.642  0.06
H23 0.027 -3.201 -0.703  0.06
H24 3.237 4.973 -1.085  0.12
H25 -4.903 -0.761 1.918  0.08
H26 -5.578 1.798 3.458  0.07
C20 4.718 0.716 1.096  -0.04
C21 2.430 -1.124 -1.274  -0.47
Ni1 0.457 0.886 -0.798  0.49
C22 0.627 -2.924 2.943  -0.48
C23 -4.262 1.309 1.786  -0.64
N3 -1.115 0.328 -1.733  0.08
H27 4.029 -3.058 3.720  0.07
C24 -0.943 -0.665 -2.610  -0.16
C25 -3.343 0.606 -2.480  -0.04
H28 -4.594 2.367 -0.088  0.06
H29 0.380 -2.128 3.650  0.07
C26 1.951 -3.584 3.329  -0.33
H30 4.167 2.505 2.175  0.11
H31 -2.347 1.769 -0.941  0.11
H32 -3.978 -0.710 -4.054  0.11
H33 4.876 -1.086 -0.116  0.12
O5 0.683 5.004 -1.553  0.02
C27 -5.145 0.135 1.339  -0.08
C28 2.592 1.788 0.924  -0.07
H34 3.192 -1.962 2.613  0.04
C29 3.713 1.823 -3.278  -0.15
H35 -4.282 1.136 -2.398  0.10
C30 2.997 -0.128 -0.302  -0.19
C31 -2.827 0.986 1.564  -0.03

---

Which of these has the highest net charge? C4H9N2